Entry 1:
{
  "formula": "C38H58AsBrGeN8O2STi",
  "method": "ωB97M-V with the def2-TZVPD basis set",
  "fmax_ev_per_a": 4.2,
  "lumo_energy_ev": [-8.14, -8.42],
  "total_charge": 2,
  "relative_energy_ev": 2.666,
  "s_squared": 2.057,
  "spin_multiplicity": 3,
  "elements": ["Ti", "N", "C", "C", "C", "C", "N", "H", "H", "H", "H", "H", "H", "H", "H", "H", "H", "H", "H", "C", "C", "C", "C", "C", "C", "N", "N", "C", "C", "C", "C", "C", "N", "H", "H", "H", "H", "H", "H", "H", "H", "H", "C", "C", "C", "C", "Ge", "C", "C", "C", "C", "H", "H", "H", "H", "H", "H", "H", "H", "H", "H", "H", "H", "H", "H", "H", "H", "H", "H", "H", "C", "As", "C", "C", "H", "H", "H", "H", "H", "H", "H", "H", "H", "N", "C", "S", "C", "C", "C", "N", "C", "C", "H", "H", "H", "H", "H", "H", "Br", "C", "C", "N", "C", "C", "C", "C", "O", "O", "H", "H", "H"],
  "xyz": [[0.7342, -0.3291, 0.4488], [-0.2485, 0.2733, 2.3055], [0.4720, 1.3870, 3.0691], [0.4707, 2.7068, 2.3117], [1.7632, 3.1187, 1.5654], [2.2444, 2.2357, 0.4321], [1.0980, 1.6840, -0.3512], [-1.1543, 0.6748, 2.0350], [-0.4892, -0.5273, 2.9450], [1.5226, 1.0095, 3.2858], [-0.0224, 1.6057, 4.0309], [0.3774, 3.4562, 3.0729], [-0.4285, 2.8187, 1.7204], [2.5617, 3.1322, 2.3307], [1.7466, 4.1819, 1.2898], [2.8130, 1.3754, 0.8407], [2.8608, 2.8364, -0.2152], [1.4007, 1.4852, -1.2912], [0.4000, 2.4076, -0.3803], [-4.9071, -0.5787, -0.3965], [-4.1141, 0.5671, -0.1508], [-2.7358, 0.5566, -0.2920], [-2.0785, -0.6063, -0.6687], [-2.8924, -1.7321, -1.0230], [-4.2665, -1.6692, -0.9529], [-0.6883, -0.7053, -0.8497], [-0.3094, -1.0882, -2.1013], [1.0180, -1.0682, -2.3467], [1.5944, -1.2654, -3.6443], [2.9256, -0.9452, -3.7802], [3.7354, -0.7352, -2.6233], [3.1531, -0.7994, -1.3935], [1.7741, -0.9701, -1.2652], [-6.0353, -0.4941, -0.4095], [-4.6277, 1.4566, 0.2342], [-2.1728, 1.4743, -0.0159], [-2.3426, -2.6430, -1.3851], [-4.8519, -2.4602, -1.3982], [0.9220, -1.2933, -4.5368], [3.4119, -0.9347, -4.8071], [4.8202, -0.6080, -2.6600], [3.8086, -0.8038, -0.5154], [-1.6524, -2.7202, 7.6458], [-1.1527, -3.5905, 6.5059], [-1.8553, -3.2480, 5.1974], [-1.2033, -3.9027, 3.9624], [-1.8681, -3.2432, 2.1883], [-3.0243, -4.8702, 1.6421], [-4.4430, -4.9883, 2.2180], [-5.4145, -3.9262, 1.6788], [-6.8603, -4.0050, 2.0848], [-1.1315, -2.9755, 8.5551], [-2.7326, -2.9089, 7.7549], [-1.4668, -1.6685, 7.4973], [-1.2508, -4.6626, 6.6323], [0.0086, -3.5265, 6.3822], [-1.8194, -2.1408, 5.1130], [-2.9102, -3.5534, 5.2638], [-1.2891, -4.9803, 4.0178], [-0.1442, -3.7785, 4.0013], [-2.9639, -2.3259, 2.7535], [-2.3484, -5.6639, 2.0625], [-2.8945, -4.9601, 0.5485], [-4.3684, -4.8398, 3.3295], [-4.8006, -6.0127, 2.1003], [-5.3677, -3.8783, 0.5748], [-4.9900, -2.9687, 2.0638], [-7.3188, -4.9837, 2.0401], [-7.5401, -3.4138, 1.4903], [-6.9927, -3.6783, 3.1569], [-2.2723, 2.9877, -4.3193], [-2.3143, 4.3015, -2.7899], [-4.2623, 4.8103, -2.8171], [-1.4357, 5.7788, -3.6092], [-3.1166, 3.1449, -5.0601], [-2.3425, 1.9519, -3.9564], [-1.2880, 2.9847, -4.7899], [-4.5271, 5.4396, -3.6817], [-4.6081, 5.2499, -1.8636], [-4.8322, 3.8271, -2.8946], [-1.3096, 5.5935, -4.6874], [-0.4801, 5.9617, -3.1855], [-2.0347, 6.7033, -3.4323], [7.0205, 6.7004, -6.3649], [5.8362, 6.0602, -6.1539], [4.7215, 5.5490, -7.2901], [5.4864, 5.8231, -4.7457], [6.1380, 6.5456, -3.7233], [5.8295, 6.2270, -2.4000], [4.9151, 5.3621, -2.0535], [4.3016, 4.6462, -2.9904], [4.5153, 4.8948, -4.3495], [7.4095, 6.7618, -7.2806], [7.6682, 6.5780, -5.6336], [6.8078, 7.3249, -3.9201], [6.3346, 6.7522, -1.5755], [3.5276, 3.9651, -2.7268], [3.9856, 4.4421, -5.2072], [0.5065, -6.2814, -0.6374], [2.0059, -5.5912, 0.2065], [3.1208, -6.3312, 0.5457], [4.1193, -5.8210, 1.2624], [4.1073, -4.5616, 1.5884], [2.9835, -3.6913, 1.3309], [1.9224, -4.2451, 0.6167], [3.0075, -2.1817, 1.6087], [4.0024, -1.5810, 2.0004], [1.8593, -1.4944, 1.3961], [3.2920, -7.3457, 0.2195], [4.9851, -4.2413, 2.1497], [0.9464, -3.7729, 0.2894]],
  "mulliken_charge": [0.1508, -0.0863, -0.4323, -0.8514, -1.0707, -0.0265, -0.2276, 0.3133, 0.0114, 0.3316, 0.4810, 0.4114, 0.4889, 0.4131, 0.4348, 0.1298, 0.4613, 0.2725, 0.1885, -0.6896, -0.9037, -0.2493, -0.2088, -0.1122, -0.5983, 1.6090, -0.8149, 0.4590, -0.7383, -0.3312, -0.7605, -0.2195, 0.3240, 0.4198, 0.4944, 0.5684, 0.3648, 0.4951, 0.4408, 0.4052, 0.5129, 0.3517, -1.2683, -0.4376, -0.2690, -1.2097, -0.0818, -0.9559, -0.5103, 0.4577, -1.5391, 0.4007, 0.3121, 0.3169, 0.3484, 0.2776, 0.2396, 0.1533, 0.5634, 0.6070, 0.0081, 0.4758, 0.4606, 0.1277, 0.3915, 0.0196, 0.0350, 0.3592, 0.3898, 0.3065, -1.0607, 0.2278, -1.1052, -1.0483, 0.3443, 0.2464, 0.3957, 0.3580, 0.3634, 0.2969, 0.3464, 0.3503, 0.3401, -0.3801, 0.2972, -0.3405, 0.6811, -0.6009, -0.4136, -0.5039, -0.1565, -0.6005, 0.2540, 0.2049, 0.5443, 0.3570, 0.4520, 0.2127, -0.1212, -0.3074, -0.1208, -0.5302, -0.4979, 0.1529, 0.7165, -0.0141, -0.6258, 0.2618, 0.4382, 0.4497, -0.0553]
}

Entry 2:
{
  "formula": "C38H58N12O3Sr",
  "method": "ωB97M-V with the def2-TZVPD basis set",
  "fmax_ev_per_a": 0.9,
  "lumo_energy_ev": -3.78,
  "total_charge": 2,
  "relative_energy_ev": 0.083,
  "elements": ["Sr", "C", "N", "C", "C", "C", "C", "C", "C", "N", "C", "C", "C", "C", "C", "C", "N", "C", "C", "C", "C", "C", "N", "H", "H", "H", "H", "H", "H", "H", "H", "H", "H", "H", "H", "H", "H", "H", "H", "H", "H", "C", "N", "C", "C", "O", "C", "O", "C", "C", "O", "N", "C", "C", "H", "H", "H", "H", "H", "H", "H", "H", "H", "H", "H", "H", "H", "H", "H", "H", "C", "N", "C", "C", "N", "C", "C", "N", "C", "C", "N", "C", "N", "C", "C", "C", "N", "C", "H", "H", "H", "H", "H", "H", "H", "H", "H", "H", "H", "H", "H", "H", "H", "H", "H", "H", "H", "H", "H", "H", "H", "H"],
  "xyz": [[-0.2494, -0.4223, 0.8303], [2.2831, -0.2302, 3.2527], [1.8494, -1.3836, 2.4546], [3.0031, -1.9983, 1.8015], [3.5024, -1.2272, 0.6125], [4.7699, -0.6656, 0.6007], [5.2211, -0.0534, -0.5582], [4.3938, -0.0478, -1.6669], [3.1371, -0.6238, -1.5526], [2.6779, -1.1819, -0.4360], [1.2144, -2.3900, 3.3106], [-0.0634, -1.9206, 3.9640], [-0.5310, -2.5656, 5.1013], [-1.7178, -2.1445, 5.6704], [-2.3865, -1.0710, 5.1015], [-1.8366, -0.4775, 3.9815], [-0.7082, -0.8977, 3.4051], [2.5228, 1.0243, 2.4427], [3.5039, 1.9291, 2.8214], [3.6681, 3.0895, 2.0863], [2.8454, 3.3135, 0.9928], [1.8878, 2.3638, 0.6912], [1.7236, 1.2411, 1.3961], [3.1933, -0.4784, 3.8168], [1.5074, -0.0060, 3.9875], [2.6934, -2.9862, 1.4501], [3.8172, -2.1479, 2.5237], [5.3981, -0.7244, 1.4785], [6.2067, 0.3879, -0.5986], [4.7140, 0.3821, -2.6037], [2.4733, -0.6594, -2.4079], [1.8994, -2.7444, 4.0953], [0.9835, -3.2570, 2.6852], [0.0380, -3.3761, 5.5356], [-2.1048, -2.6315, 6.5542], [-3.3017, -0.6876, 5.5279], [-2.3040, 0.3808, 3.5200], [4.1325, 1.7183, 3.6753], [4.4301, 3.8060, 2.3592], [2.9438, 4.1979, 0.3818], [1.2124, 2.4992, -0.1464], [-4.4633, -4.1590, 0.0785], [-3.1277, -3.9289, 0.6186], [-2.4111, -5.0974, 1.1022], [-2.5755, -2.7239, 0.7056], [-1.4422, -2.5285, 1.1528], [-3.4069, -1.5302, 0.2405], [-2.7897, -0.3722, 0.7663], [-3.5294, 0.8121, 0.5531], [-2.7585, 1.9277, 1.2487], [-1.5800, 1.7427, 1.5699], [-3.4452, 3.0340, 1.5370], [-4.8320, 3.2229, 1.1337], [-2.8453, 4.0937, 2.3350], [-5.2283, -4.0681, 0.8525], [-4.4983, -5.1695, -0.3255], [-4.6834, -3.4779, -0.7388], [-3.0720, -5.6786, 1.7436], [-1.5414, -4.7773, 1.6703], [-2.0941, -5.7185, 0.2643], [-4.4374, -1.6021, 0.5991], [-3.4167, -1.4981, -0.8561], [-4.5359, 0.6967, 0.9687], [-3.6182, 1.0386, -0.5181], [-5.0071, 2.8484, 0.1272], [-5.0385, 4.2915, 1.1236], [-5.5229, 2.7462, 1.8307], [-1.8485, 3.7926, 2.6400], [-3.4619, 4.2735, 3.2161], [-2.7903, 5.0116, 1.7531], [0.9460, -3.7178, -0.7093], [0.7375, -3.3192, -2.0743], [1.5972, -3.8775, -3.0941], [1.0683, -3.2097, -4.3498], [0.3663, -2.0267, -3.8462], [-0.6067, -1.5471, -4.8147], [0.1399, -2.1643, -2.4781], [-0.4524, -1.3816, -1.6295], [-0.9974, -0.0989, -2.0535], [0.0541, 0.9503, -2.4534], [-0.4048, 2.2716, -2.1078], [0.2809, 3.3139, -2.4136], [1.5384, 3.4791, -2.9865], [2.1696, 2.5737, -3.9287], [1.7675, 4.8971, -3.2450], [0.8639, 5.5546, -2.2189], [-0.1818, 4.5644, -2.0877], [-1.1889, 4.7390, -1.0853], [0.6679, -4.7687, -0.5888], [0.3228, -3.1234, -0.0485], [1.9983, -3.5990, -0.4304], [1.5029, -4.9641, -3.1262], [2.6472, -3.6299, -2.8978], [0.3701, -3.8601, -4.8868], [1.8586, -2.9141, -5.0387], [-0.1089, -1.5044, -5.7824], [-0.9756, -0.5566, -4.6018], [-1.4548, -2.2354, -4.9029], [-1.5204, 0.3445, -1.1975], [-1.7788, -0.1960, -2.8137], [0.2830, 0.8483, -3.5128], [0.9761, 0.6917, -1.9167], [2.3573, 1.5982, -3.4910], [3.1366, 3.0023, -4.1934], [1.5919, 2.4558, -4.8518], [1.4716, 5.1613, -4.2666], [2.8201, 5.1451, -3.1102], [0.4640, 6.5103, -2.5576], [1.3826, 5.7151, -1.2633], [-1.7931, 5.6188, -1.3103], [-0.7360, 4.8685, -0.0956], [-1.8231, 3.8553, -1.0696]],
  "mulliken_charge": [0.9220, -0.9987, 1.2893, -1.6032, 0.3425, -0.9406, -0.8180, -1.4519, -0.0593, 1.2292, -1.5577, 0.6834, -1.1724, -0.6647, -1.0016, -0.6456, 1.1204, 0.0371, -1.2905, -0.8780, -0.8514, -1.0832, 1.3383, 0.3832, 0.6172, 0.5816, 0.3259, 0.5543, 0.4568, 0.5200, 0.5722, 0.5110, 0.4954, 0.5412, 0.4762, 0.5190, 0.4537, 0.5741, 0.4618, 0.5135, 0.9482, -1.0951, 0.2048, -1.0194, 0.2298, -0.2369, -1.4690, 0.7709, -1.5807, 0.6287, -0.6596, 0.4060, -1.0824, -1.0598, 0.2973, 0.3938, 0.4352, 0.4441, 0.2130, 0.3298, 0.8016, 0.3076, 0.7923, 0.4168, 0.4258, 0.3569, 0.3180, 0.2505, 0.3981, 0.3592, -1.2189, 0.1728, -0.5862, -0.7376, 0.2302, -1.0690, -0.5071, 0.8501, -2.3362, 1.1182, -0.4327, -0.0273, 0.3159, -0.7092, -0.7238, -0.5238, 0.0569, -1.0207, 0.4273, 0.4501, 0.3895, 0.4428, 0.2509, 0.3913, 0.3674, 0.3652, 0.3967, 0.3469, -0.5594, 0.5266, 0.4407, -0.0953, -0.0441, 0.3877, 0.3382, 0.3832, 0.3872, 0.3567, 0.2243, 0.3803, 0.3033, 0.2630]
}

- What is the formula in the second record?
  C38H58N12O3Sr

- Which formula does entry 2 have?
  C38H58N12O3Sr